136
Properties=species:S:1:pos:R:3 method="wB97M-V/def2-TZVPD" homo_ev=-9.2 relative_energy_kcal_mol=24.8 total_energy_ev=-761542.3794 orbital_gap_ev=9.488
Br 1.81085 5.13730 5.09576
C 1.72345 4.56125 3.25341
C 3.02862 4.27253 2.59340
Br 2.67814 3.37179 0.88849
H 1.11121 5.22290 2.72011
H 1.11668 3.62840 3.32724
H 3.68480 3.56787 3.22096
H 3.53070 5.17579 2.28601
Br -1.03007 1.37603 2.44111
C -0.20394 0.67649 0.84760
C 0.57271 -0.53270 1.12868
Br 1.17208 -1.37501 -0.44640
H 0.39267 1.44499 0.39827
H -0.99835 0.46288 0.11082
H -0.04552 -1.27456 1.60771
H 1.44270 -0.30205 1.77251
Br 0.44447 1.90208 -2.62353
C 0.13052 0.12081 -3.33873
C -0.24371 0.09183 -4.80883
Br -0.27293 -1.73832 -5.42039
H -0.73223 -0.34495 -2.83054
H 1.04888 -0.44996 -3.13597
H 0.43296 0.57674 -5.44012
H -1.22347 0.57573 -4.95815
Br 1.44566 -6.22828 4.20176
C 0.80740 -4.51072 4.86843
C 0.28818 -3.68073 3.69820
Br -0.38145 -2.09370 4.64210
H 1.62554 -4.03944 5.36978
H -0.03140 -4.67746 5.49828
H -0.51249 -4.10631 3.06675
H 1.13874 -3.34065 3.08764
Br -4.34063 0.37249 -5.09181
C -4.22641 -0.68702 -3.48282
C -3.70428 -2.09961 -3.76412
Br -2.72014 -2.66707 -2.09792
H -5.18045 -0.63703 -2.97861
H -3.49774 -0.08569 -2.94679
H -2.96539 -2.13098 -4.56769
H -4.37063 -2.86528 -3.99961
C -3.42376 3.25397 -2.46859
O -3.86039 2.53419 -1.35867
C -4.81439 3.23938 -0.50213
C -5.39807 2.25278 0.47436
O -6.47224 1.64373 -0.16278
C -7.05933 0.73517 0.73692
H -2.77065 2.62271 -3.06299
H -2.92324 4.18016 -2.15080
H -4.22565 3.51377 -3.17082
H -5.63141 3.65975 -1.06492
H -4.41884 4.12348 -0.02399
H -5.70063 2.78710 1.34970
H -4.60808 1.52805 0.75667
H -7.15021 1.15561 1.70773
H -6.56862 -0.21381 0.74415
H -8.10622 0.65122 0.43559
C -0.62504 -5.15044 -6.72943
O -0.69761 -5.99780 -5.64792
C -1.04856 -5.36190 -4.40495
C 0.09770 -5.18837 -3.43860
O 0.42841 -6.40228 -2.77987
C -0.28120 -6.66256 -1.58969
H -0.26573 -5.67347 -7.62592
H 0.14285 -4.39934 -6.59766
H -1.55369 -4.66918 -6.96698
H -1.74273 -6.04613 -3.91900
H -1.63155 -4.46427 -4.60583
H -0.18042 -4.49085 -2.64147
H 1.02604 -4.91135 -3.96860
H -1.19488 -7.22057 -1.73538
H -0.50453 -5.69107 -1.08263
H 0.30891 -7.34177 -0.94243
C 5.71298 3.30983 -2.20612
O 6.02721 2.04795 -2.69065
C 5.08438 1.61814 -3.65829
C 4.02234 0.71322 -3.14002
O 4.44915 -0.52906 -2.62454
C 5.08588 -0.39911 -1.38827
H 4.78106 3.33620 -1.67460
H 5.64161 4.05339 -3.04041
H 6.57204 3.61891 -1.60660
H 5.61584 1.01514 -4.40939
H 4.62667 2.52486 -4.17067
H 3.36356 0.50688 -4.01017
H 3.39398 1.25611 -2.39598
H 5.27263 -1.39086 -1.02249
H 4.47257 0.12820 -0.66824
H 6.02715 0.18013 -1.48602
C -2.20319 -7.62604 4.68590
O -2.06921 -6.35991 4.05998
C -3.29674 -5.81231 3.63284
C -3.26000 -4.33662 3.50112
O -2.46439 -3.98260 2.42756
C -2.66913 -2.69669 1.97650
H -1.21102 -7.90822 4.93956
H -2.70838 -8.35823 4.04697
H -2.77566 -7.56258 5.58737
H -4.09006 -5.95061 4.42696
H -3.70043 -6.27582 2.70549
H -2.88059 -3.83644 4.40925
H -4.29806 -3.94262 3.26201
H -3.73180 -2.54297 1.68598
H -1.98995 -2.44813 1.12777
H -2.41032 -1.91185 2.72714
C -1.09379 4.27520 -0.12659
O -1.10013 5.35931 -0.98356
C -0.25334 6.40505 -0.52268
C -0.19182 7.49877 -1.51466
O -1.41322 8.11183 -1.64992
C -1.73524 9.00108 -0.51536
H -1.63588 3.42796 -0.48821
H -1.54704 4.66996 0.80786
H -0.02785 3.90101 0.11125
H 0.72329 5.96575 -0.33123
H -0.66919 6.87173 0.32656
H 0.04646 7.12878 -2.51071
H 0.59802 8.20133 -1.17305
H -2.70103 9.43307 -0.81535
H -0.96899 9.76367 -0.46077
H -1.82980 8.49452 0.43891
C 5.02000 2.63723 5.41216
O 4.84584 2.10052 4.12155
C 5.71489 0.98533 3.91892
C 5.20673 0.23885 2.63325
O 3.81376 0.04115 2.71431
C 3.51445 -1.22665 3.32039
H 4.83990 1.93294 6.24254
H 4.32489 3.43855 5.54567
H 6.08274 2.95098 5.59656
H 5.56410 0.37238 4.81608
H 6.79308 1.32060 3.81720
H 5.80065 -0.64757 2.41233
H 5.40205 0.87499 1.75468
H 2.56587 -1.19728 3.78646
H 4.28362 -1.47164 4.04444
H 3.54486 -1.96386 2.50503